Record 1
{
  "formula": "C34H28Cl6O4",
  "method": "ωB97M-V with the def2-TZVPD basis set",
  "species": ["O", "C", "C", "C", "C", "C", "C", "C", "C", "O", "C", "C", "C", "C", "C", "C", "H", "H", "H", "H", "H", "H", "H", "H", "O", "C", "C", "C", "C", "C", "C", "C", "C", "O", "C", "C", "C", "C", "C", "C", "H", "H", "H", "H", "H", "H", "H", "H", "Cl", "C", "C", "Cl", "H", "H", "H", "H", "Cl", "C", "C", "Cl", "H", "H", "H", "H", "Cl", "C", "C", "Cl", "H", "H", "H", "H"],
  "positions_angstrom": [[5.5493, -20.4086, -5.1908], [6.5215, -20.7085, -5.8479], [7.0885, -19.7649, -6.9055], [6.4994, -18.5194, -7.1201], [7.0983, -17.5341, -7.9524], [8.3387, -17.8665, -8.5331], [8.8922, -19.0825, -8.2560], [8.2953, -20.0588, -7.4629], [8.9676, -21.3925, -7.3461], [9.9123, -21.6839, -8.0464], [8.3990, -22.3326, -6.3176], [8.9189, -23.6436, -6.2908], [8.3980, -24.4936, -5.3490], [7.2452, -24.2225, -4.6214], [6.7048, -22.9766, -4.7618], [7.2712, -22.0220, -5.5853], [5.5758, -18.4302, -6.5897], [6.6656, -16.5875, -8.0805], [8.8905, -17.2196, -9.2665], [9.8580, -19.3052, -8.7878], [9.7223, -23.9205, -6.9812], [8.7721, -25.5329, -5.3158], [7.0034, -24.9972, -3.9792], [5.9294, -22.7674, -4.0722], [8.3291, -10.4322, -13.9825], [8.1097, -11.5667, -14.1489], [9.0267, -12.6621, -13.7072], [10.1782, -12.2813, -13.0529], [10.9282, -13.2960, -12.4460], [10.6419, -14.6501, -12.6824], [9.5390, -14.9846, -13.4104], [8.7012, -13.9974, -13.8503], [7.2764, -14.4091, -14.3036], [6.9721, -15.5714, -14.2575], [6.3655, -13.3382, -14.7267], [5.1489, -13.6380, -15.2460], [4.3052, -12.6269, -15.7023], [4.7135, -11.3193, -15.7342], [5.9834, -11.0327, -15.1170], [6.7933, -12.0450, -14.6841], [10.4159, -11.2428, -13.0023], [11.8517, -13.1419, -11.9379], [11.2738, -15.4169, -12.2136], [9.3576, -16.0435, -13.6232], [4.7957, -14.6978, -15.2913], [3.3596, -12.9020, -16.1829], [4.2117, -10.5632, -16.3190], [6.3919, -10.0298, -14.9951], [1.8764, -20.2134, -13.2114], [3.4495, -19.4884, -13.0246], [4.4917, -20.4343, -12.3289], [5.9035, -19.4311, -12.0928], [3.3224, -18.6054, -12.4054], [3.7663, -19.1345, -13.9622], [4.8389, -21.3195, -12.8936], [4.0596, -20.7158, -11.3129], [4.2166, -11.4463, -12.2270], [3.8598, -11.9969, -10.5588], [4.3631, -11.0863, -9.4405], [3.4384, -9.5857, -9.2328], [4.4569, -12.8380, -10.2853], [2.8172, -12.1785, -10.5120], [5.4019, -10.8010, -9.4328], [4.0628, -11.6666, -8.5563], [4.0074, -16.2922, -10.6860], [5.2285, -15.8197, -11.8177], [6.6185, -15.5996, -11.2035], [6.6808, -14.3815, -9.8849], [4.8573, -14.8958, -12.3657], [5.3422, -16.6021, -12.6365], [7.2862, -15.1439, -11.9168], [6.9712, -16.5858, -10.8965]],
  "forces_ev_per_a": [[0.1511, -0.1488, -0.2978], [0.3651, 0.0559, 0.2571], [-0.6826, -0.2553, 1.3748], [0.5736, 0.4020, -0.6903], [0.5311, -2.4744, 0.9961], [-0.5411, 1.0544, -0.4485], [2.0237, -0.9502, -1.3568], [1.3214, 0.0202, -1.0865], [-0.2595, 0.3042, 0.4597], [-0.1536, -0.1029, 0.2033], [0.5898, -0.8804, -1.5108], [0.2193, 1.1390, 0.3383], [0.1534, -2.1441, -1.0082], [2.4003, 1.0437, -1.4603], [-0.2702, -0.2366, 1.2313], [-0.7405, 1.1584, -0.7086], [-0.5388, 0.7349, 0.0658], [-0.6634, 1.0560, -0.2489], [-0.8036, -0.3598, 1.0222], [-1.0423, -0.0724, 0.8494], [-0.2536, 0.1621, 0.4510], [0.0292, 0.6747, 0.1199], [-1.3372, -0.9115, 1.3904], [-1.0999, 0.7453, 0.0171], [1.1177, 3.5831, 0.3424], [-1.1729, -4.4259, 0.0822], [0.0375, 0.7860, -0.0146], [0.6318, -1.4110, 0.7118], [0.1562, -0.3775, -1.0612], [0.7131, 0.6923, 0.9221], [0.1958, -1.5843, -0.1121], [-2.3403, -0.0046, -0.7103], [1.9410, 0.4646, 0.1008], [-0.4806, -0.7622, -0.1789], [0.8810, -1.2539, 0.0303], [-2.0133, -1.2629, -0.0576], [-0.6163, -0.6321, -1.0340], [2.3909, 0.4859, 0.8617], [-1.7555, 0.5529, -1.2200], [0.2655, 2.0667, 0.1725], [0.2217, 0.4785, 0.2266], [0.3687, 0.6902, 0.5206], [-0.2382, 0.3561, -0.4254], [-0.3733, 0.4843, 0.1305], [0.5078, 1.0311, 0.0756], [0.3191, 0.0623, 0.2925], [-0.3683, 0.1324, 0.4250], [-0.3801, -0.1084, -0.3363], [-0.7423, -0.5759, -0.0969], [0.8095, -0.6095, 1.5131], [-1.7479, 0.0882, 0.4887], [1.0118, 0.4243, 0.3291], [0.0562, -0.0543, 0.2712], [0.6200, 0.1093, -1.2952], [-0.6832, 0.5008, 0.2088], [0.7274, 0.1545, -1.3803], [0.0985, -0.1559, 0.3490], [1.6649, 1.4023, 0.3067], [-1.7907, -0.2252, 0.3658], [-0.2157, 0.5498, -0.2294], [0.0879, -1.2863, -0.7731], [-0.8578, -0.1782, 0.2393], [0.3072, -0.3667, -0.2768], [0.6927, 0.1734, 0.0185], [-0.5840, -0.3911, 0.7223], [0.7874, 1.0818, -2.5172], [-0.7434, -0.1265, -0.3257], [-0.1890, -0.3582, 0.1998], [0.4992, -0.9329, 0.8285], [-0.1132, 0.8133, 1.2175], [0.0437, -0.4467, -0.3322], [0.2797, 0.3516, 0.4645]],
  "lumo_energy_ev": -1.042,
  "e_homo_ev": -9.725,
  "smiles": "O=C1c2ccccc2C(=O)c2ccccc21.O=C1c2ccccc2C(=O)c2ccccc21.ClCCCl.ClCCCl.ClCCCl",
  "total_charge": 0
}



Record 2
{
  "formula": "C3H13NO3",
  "method": "ωB97M-V with the def2-TZVPD basis set",
  "species": ["C", "C", "O", "C", "N", "H", "H", "H", "H", "H", "H", "H", "H", "H", "O", "H", "H", "O", "H", "H"],
  "positions_angstrom": [[1.5686, 0.9427, -0.0156], [0.5996, 0.9624, 1.1809], [1.1084, 0.0057, 2.1309], [-0.8369, 0.4926, 0.7890], [-1.3506, 1.6034, -0.0440], [1.5335, 0.0367, -0.6938], [1.2430, 1.7737, -0.5985], [2.6285, 0.8850, 0.1642], [0.7658, 1.9777, 1.6319], [0.7534, 0.1344, 3.0250], [-0.7397, -0.3939, 0.1713], [-1.4277, 0.4053, 1.7177], [-1.2302, 1.3863, -1.0333], [-0.9108, 2.5198, 0.0518], [-0.6374, -3.0706, -0.2761], [-1.1514, -2.2563, -0.0146], [-0.3389, -3.3937, 0.5812], [-0.3340, -1.2603, -3.2601], [0.0138, -1.6717, -2.4616], [-1.2570, -1.0792, -3.0463]],
  "forces_ev_per_a": [[-0.8466, -1.8309, -0.8538], [1.5652, -1.8541, 0.7595], [0.2766, -0.2238, 0.4404], [1.5435, 3.6053, 0.2029], [-0.9643, -0.3094, -1.2184], [-0.9075, 0.6327, 0.7724], [0.4853, 0.7165, -0.7937], [0.3279, 0.9495, 0.8848], [-1.1464, -0.5923, -0.3518], [-0.0277, 0.1728, -0.5681], [-0.1337, -0.1512, 0.3307], [0.0585, -0.4109, -0.5781], [-0.1961, -0.0342, 0.3336], [0.0002, -0.5846, 0.6055], [-0.8917, 1.4833, 0.5058], [0.7155, -1.3724, -0.4781], [0.1588, -0.1234, -0.0643], [-0.1550, 0.1768, 0.1789], [0.0439, -0.1770, 0.0145], [0.0934, -0.0727, -0.1227]],
  "lumo_energy_ev": 0.554,
  "e_homo_ev": -9.272,
  "smiles": "C[C@H](O)CN.O.O",
  "total_charge": 0
}



Record 3
{
  "formula": "C5H6ClN3O3",
  "method": "ωB97M-V with the def2-TZVPD basis set",
  "species": ["C", "C", "C", "C", "C", "N", "N", "N", "O", "O", "O", "Cl", "H", "H", "H", "H", "H", "H"],
  "positions_angstrom": [[-1.0981, -1.2747, 1.3609], [2.0705, -0.6588, 0.1681], [-1.4627, 0.0355, 0.6583], [-0.1726, 0.3870, 0.0718], [0.4621, 1.7441, -0.1492], [0.1447, -1.6415, 1.1125], [0.7616, -0.6266, 0.4597], [-0.5998, -0.2389, -1.9074], [-1.7336, -0.4615, -2.0621], [2.6937, 0.2192, -0.3062], [0.3889, -0.3849, -2.5171], [2.7601, -2.2036, 0.4599], [-1.9076, -1.7782, 1.8027], [-2.2019, 0.0225, -0.1838], [-1.9096, 0.6497, 1.4476], [-0.3208, 2.5987, -0.2587], [1.1725, 1.6226, -0.9763], [0.9527, 1.9894, 0.8191]],
  "forces_ev_per_a": [[2.1948, 0.8850, -3.2449], [0.6147, -0.8819, -0.3727], [-0.2760, -0.4362, 1.1110], [1.3711, 0.4646, -2.3388], [-1.8116, 0.9685, 0.7664], [-3.2307, -0.4872, 2.0363], [-2.6596, 1.1600, -0.0774], [1.8075, 2.0221, 6.0978], [-2.7202, -0.8630, -1.9437], [0.9714, 1.1772, -0.4182], [1.3102, -0.6937, -2.4222], [0.7207, -0.8945, 0.2632], [-0.0719, -1.3964, 0.8728], [0.2321, -0.5821, 0.6518], [0.3504, 0.6829, -0.2925], [1.2258, -1.7264, -0.3090], [-0.2565, 0.6886, 0.3992], [0.2276, -0.0876, -0.7790]],
  "lumo_energy_ev": [0.060, 0.060],
  "e_homo_ev": [-8.753, -8.754],
  "total_charge": 0
}



Record 4
{
  "formula": "C5H17NO5",
  "method": "ωB97M-V with the def2-TZVPD basis set",
  "species": ["C", "C", "O", "N", "C", "C", "C", "O", "H", "H", "H", "H", "H", "H", "H", "H", "H", "H", "H", "O", "H", "H", "O", "H", "H", "O", "H", "H"],
  "positions_angstrom": [[1.0645, 1.1471, 2.9539], [0.9665, 0.1038, 1.8862], [1.0228, -1.1022, 2.0392], [0.5801, 0.6907, 0.6942], [0.5535, -0.1654, -0.4699], [1.6610, 0.2523, -1.4494], [-0.7743, -0.1618, -1.2703], [-0.9514, 0.9667, -2.1280], [0.1183, 1.4514, 3.3514], [1.5099, 2.0884, 2.7080], [1.6645, 0.8346, 3.8852], [0.0716, 1.5666, 0.6616], [0.6587, -1.2763, -0.2008], [1.9325, -0.4949, -2.2325], [2.5778, 0.7385, -1.0713], [1.3115, 1.0727, -2.1850], [-1.7286, -0.2038, -0.6402], [-0.7882, -1.0757, -1.9298], [-1.4442, 0.8284, -3.0042], [-1.4265, -2.9087, 1.3394], [-0.4530, -2.7504, 1.2529], [-1.5420, -2.6183, 2.2516], [-2.0217, -2.6449, -0.9773], [-1.8501, -3.5279, -0.6166], [-2.8764, -2.3869, -0.6097], [0.0186, 3.5530, -1.2928], [0.8590, 3.0398, -1.4435], [-0.7146, 2.9833, -1.5023]],
  "forces_ev_per_a": [[1.7487, -0.4393, 2.9811], [-1.7966, 1.2000, -0.4637], [0.7763, 0.1785, 0.2395], [0.2345, -1.4831, 0.0874], [-0.3663, -0.7797, -1.6585], [0.3792, 1.4493, -2.6529], [-1.9114, -1.1733, -0.8295], [-0.5832, 1.1087, -1.6670], [-0.9907, -0.2930, 0.0572], [0.4576, 0.3796, -0.9545], [-0.9172, -0.0788, -1.5093], [0.5015, -0.0130, 0.1353], [0.0470, 1.9217, 0.1007], [-0.0605, -0.0409, 1.0320], [-0.3682, -0.8578, 0.5286], [-0.0316, -0.9918, 1.3590], [1.6381, -0.1971, -0.3204], [0.1309, 0.8647, 0.9672], [1.1614, -0.3783, 2.3420], [1.5005, 0.1853, 1.2578], [-1.0092, -0.0430, -0.1501], [-0.2287, -0.1600, 0.1195], [-0.4589, -0.6461, -1.1836], [-0.2376, 0.4890, 0.0166], [0.3261, -0.1739, 0.0966], [1.8335, 0.1729, 0.3384], [-1.6468, 0.6002, 0.0966], [-0.1286, -0.8007, -0.3660]],
  "lumo_energy_ev": 0.480,
  "e_homo_ev": -9.745,
  "smiles": "CC(=O)N[C@H](C)CO.O.O.O",
  "total_charge": 0
}